Entry 1:
A gas-phase ion, C3H10N3 (charge +1). Source: OMol25; level of theory: the ωB97M-V functional and the def2-TZVPD basis.

Results
Frontier orbital gap, hartree: 0.3834
Net charge: +1
SMILES: C[N+](C)=C(N)N

Last column: Mulliken charge in e.
Atoms and positions in Å:
1 N -1.5430 1.2427 -0.1624  -0.306
2 N -1.5725 -1.0703 0.4119  -0.407
3 N 0.4325 -0.0089 -0.4192  0.005
4 C 1.0539 -1.2841 0.0290  -0.979
5 C -1.0070 0.0190 -0.1691  0.703
6 C 1.3661 1.0970 -0.2341  -0.789
7 H -1.4970 -1.9548 -0.0220  0.226
8 H 2.1683 0.7316 0.4425  0.309
9 H -2.4748 -0.9847 0.8062  0.232
10 H 0.8589 2.0678 0.1192  0.319
11 H 1.9772 1.4471 -1.2150  0.249
12 H 2.0191 -1.4033 -0.5103  0.361
13 H -2.4975 1.4253 0.2044  0.252
14 H 1.2829 -1.1595 1.1276  0.420
15 H -0.9573 2.0011 -0.3029  0.160
16 H 0.3902 -2.1660 -0.1057  0.246


Entry 2:
2 unconnected molecules or ions with the total composition C3H10N3. Source: OMol25; level of theory: the ωB97M-V functional and the def2-TZVPD basis.

Results
Frontier orbital gap (spin up / spin down), hartree: 0.4317 / 0.2862
Net charge: +2
Multiplicity: 2

Last column: Mulliken charge in e.
Atoms and positions in Å:
1 N 2.7824 -1.8328 0.8177  -0.254
2 N -2.1685 2.0817 -1.6958  -0.320
3 N -0.9532 1.6023 0.1683  -0.223
4 C 0.4126 -1.1716 0.6285  -0.776
5 C 1.4926 -1.7886 1.1956  0.239
6 C -1.3783 1.2487 -1.0090  0.394
7 H -1.2542 2.4488 0.6104  0.229
8 H -0.5405 -1.0801 1.1379  0.469
9 H 3.3505 -2.6307 1.0705  0.331
10 H -1.1354 0.2843 -1.4187  0.272
11 H 0.5310 -0.8261 -0.3670  0.261
12 H -2.6544 2.8094 -1.1840  0.254
13 H 1.3300 -2.3949 2.1051  0.358
14 H 3.0174 -1.4922 -0.1399  0.309
15 H -0.3038 0.9846 0.6465  0.181
16 H -2.5282 1.7571 -2.5663  0.275


Entry 3:
2 unconnected molecules or ions with the total composition C3H10N3. Source: OMol25; level of theory: the ωB97M-V functional and the def2-TZVPD basis.

Results
Frontier orbital gap (spin up / spin down), hartree: 0.3252 / 0.1605
Net charge: +2
Multiplicity: 2

Last column: Mulliken charge in e.
Atoms and positions in Å:
1 N -1.1643 1.1993 0.2252  -0.177
2 N 1.6146 -1.3865 -0.7892  -0.028
3 N -0.8852 0.6503 2.4312  -0.370
4 C -0.4738 0.6116 1.1633  0.646
5 C -0.9173 1.3087 -1.2170  -0.510
6 C 1.8800 -2.5029 -1.3735  -0.015
7 H 0.4755 0.0796 0.9369  -0.039
8 H 2.0213 -1.3809 0.1554  0.350
9 H -1.9943 1.6323 0.5670  0.219
10 H 1.4353 -2.7022 -2.3459  0.309
11 H -0.0855 0.6505 -1.4819  0.107
12 H -1.6678 1.2896 2.7040  0.267
13 H -0.1994 0.4787 3.1654  0.286
14 H 2.4356 -3.3215 -0.9195  0.333
15 H -0.6253 2.3427 -1.4722  0.317
16 H -1.8494 1.0509 -1.7491  0.307


Entry 4:
2 unconnected molecules or ions with the total composition C3H10N3O2. Source: OMol25; level of theory: the ωB97M-V functional and the def2-TZVPD basis.

Results
Frontier orbital gap, hartree: 0.3232
Net charge: -1

Last column: Mulliken charge in e.
Atoms and positions in Å:
1 O 0.5657 1.4374 -0.8726  -0.734
2 O -0.5264 -0.4828 -1.3169  -0.695
3 N -1.0122 -2.0285 1.1204  -0.807
4 N 1.3281 0.7421 1.9543  -0.777
5 N -0.5214 1.1951 -2.8347  -0.495
6 C -0.1412 0.6766 -1.5759  0.580
7 C 0.9245 -0.6123 1.5638  -0.426
8 C -0.5832 -0.7637 1.7022  -0.429
9 H -1.2074 0.7367 -3.4022  0.176
10 H -0.3445 2.1705 -3.0022  0.177
11 H -0.8753 -1.9370 0.1220  0.414
12 H -0.8550 -0.7183 2.7672  0.455
13 H 1.4261 -1.3553 2.1923  0.435
14 H -1.0208 0.1106 1.2091  0.162
15 H 1.1740 -0.8274 0.5275  0.165
16 H -2.0079 -2.1858 1.2491  0.205
17 H 1.1310 1.3388 1.1526  0.387
18 H 2.3247 0.7716 2.1190  0.206


The calculation returns the following energy relative to the best compared isomer or geometry (same formula, charge and spin) values, one per record and in order: 173.0, 0.0, 251.9, 0.1 kJ/mol.